Density functional theory data (wB97M-V/def2-TZVPD) for a 9-piece molecular cluster, C30H72Cl6O12 overall.

Computed properties:
Multiplicity ... 1
Molecular weight ... 837.612 g/mol
Gap between HOMO and LUMO ... 9.549 eV
Calculated total energy ... -131971.722 eV
LUMO ... 0.39 eV
Relative energy (zero: lowest compared OMol25 entry of this formula, charge and spin) ... 341.0 kJ/mol

Each atom is followed by the atoms it is bonded to, with distances in Å.
Atoms and positions in Å:
1 Cl -3.986 2.803 -0.089  C2 1.724
2 C -3.930 2.666 -1.807  Cl1 1.724, C3 1.538, H5 1.090, H6 1.090
3 C -3.452 3.907 -2.580  C2 1.538, Cl4 1.824, H7 1.090, H8 1.090
4 Cl -1.820 4.470 -1.993  C3 1.824
5 H -4.906 2.389 -2.205  C2 1.090
6 H -3.224 1.902 -2.131  C2 1.090
7 H -4.199 4.682 -2.407  C3 1.090
8 H -3.362 3.784 -3.659  C3 1.090
9 Cl -3.176 6.331 1.938  C10 1.757
10 C -1.786 6.736 0.942  Cl9 1.757, C11 1.625, H13 1.090, H14 1.090
11 C -1.297 8.214 1.409  C10 1.625, Cl12 1.829, H15 1.090, H16 1.090
12 Cl -0.776 8.239 3.162  C11 1.829
13 H -2.070 6.750 -0.110  C10 1.090
14 H -0.958 6.056 1.146  C10 1.090
15 H -2.094 8.955 1.357  C11 1.090
16 H -0.382 8.559 0.928  C11 1.090
17 Cl 4.200 -2.990 1.132  C18 1.801
18 C 2.432 -2.657 1.215  Cl17 1.801, C19 1.576, H21 1.090, H22 1.090
19 C 1.795 -3.787 2.110  C18 1.576, Cl20 1.774, H23 1.090, H24 1.090
20 Cl 1.825 -5.280 1.153  C19 1.774
21 H 1.973 -2.557 0.231  C18 1.090
22 H 2.270 -1.650 1.599  C18 1.090
23 H 0.751 -3.573 2.337  C19 1.090
24 H 2.369 -3.954 3.021  C19 1.090
25 C 2.421 0.735 3.760  O26 1.468, H31 1.090, H32 1.090, H33 1.090
26 O 2.954 -0.609 3.505  C25 1.468, C27 1.416
27 C 4.352 -0.600 3.728  O26 1.416, C28 1.585, H34 1.090, H35 1.090
28 C 5.304 0.061 2.647  C27 1.585, O29 1.401, H36 1.090, H37 1.090
29 O 5.199 1.458 2.618  C28 1.401, C30 1.387
30 C 5.584 2.188 3.733  O29 1.387, H38 1.090, H39 1.090, H40 1.090
31 H 2.773 1.208 4.677  C25 1.090
32 H 1.333 0.738 3.824  C25 1.090
33 H 2.583 1.411 2.921  C25 1.090
34 H 4.567 -1.657 3.886  C27 1.090
35 H 4.650 -0.204 4.699  C27 1.090
36 H 4.932 -0.298 1.687  C28 1.090
37 H 6.331 -0.298 2.588  C28 1.090
38 H 5.568 3.237 3.437  C30 1.090
39 H 6.622 1.958 3.972  C30 1.090
40 H 4.897 2.028 4.564  C30 1.090
41 C 2.439 -4.004 -3.162  O42 1.389, H47 1.090, H48 1.090, H49 1.090
42 O 1.554 -4.967 -3.629  C41 1.389, C43 1.439
43 C 1.201 -4.909 -5.023  O42 1.439, C44 1.568, H50 1.090, H51 1.090
44 C 2.267 -5.687 -5.870  C43 1.568, O45 1.402, H52 1.090, H53 1.090
45 O 3.342 -4.846 -6.189  C44 1.402, C46 1.388
46 C 3.163 -3.704 -6.956  O45 1.388, H54 1.090, H55 1.090, H56 1.090
47 H 2.279 -4.029 -2.084  C41 1.090
48 H 2.302 -3.014 -3.595  C41 1.090
49 H 3.459 -4.341 -3.349  C41 1.090
50 H 1.020 -3.853 -5.223  C43 1.090
51 H 0.159 -5.224 -5.058  C43 1.090
52 H 1.934 -6.061 -6.838  C44 1.090
53 H 2.621 -6.628 -5.448  C44 1.090
54 H 4.127 -3.407 -7.369  C46 1.090
55 H 2.706 -2.883 -6.403  C46 1.090
56 H 2.653 -3.846 -7.909  C46 1.090
57 C -2.536 1.114 -4.735  O58 1.418, H63 1.090, H64 1.090, H65 1.090
58 O -3.951 1.180 -4.689  C57 1.418, C59 1.424
59 C -4.724 0.110 -5.224  O58 1.424, C60 1.610, H66 1.090, H67 1.090
60 C -4.265 -0.373 -6.690  C59 1.610, O61 1.370, H68 1.090, H69 1.090
61 O -3.253 -1.297 -6.689  C60 1.370, C62 1.405
62 C -3.258 -2.127 -7.822  O61 1.405, H70 1.090, H71 1.090, H72 1.090
63 H -2.113 0.933 -5.723  C57 1.090
64 H -2.161 0.359 -4.044  C57 1.090
65 H -2.081 2.077 -4.504  C57 1.090
66 H -5.672 0.648 -5.200  C59 1.090
67 H -4.905 -0.752 -4.583  C59 1.090
68 H -3.919 0.521 -7.209  C60 1.090
69 H -5.158 -0.719 -7.209  C60 1.090
70 H -3.011 -1.492 -8.672  C62 1.090
71 H -4.196 -2.655 -7.996  C62 1.090
72 H -2.432 -2.836 -7.765  C62 1.090
73 C -0.032 -1.284 -2.594  O74 1.426, H79 1.090, H80 1.090, H81 1.090
74 O 0.348 -0.988 -1.252  C73 1.426, C75 1.410
75 C -0.245 0.218 -0.825  O74 1.410, C76 1.552, H82 1.090, H83 1.090
76 C 0.327 0.578 0.572  C75 1.552, O77 1.431, H84 1.090, H85 1.090
77 O 0.133 1.936 0.979  C76 1.431, C78 1.392
78 C -1.091 2.248 1.565  O77 1.392, H86 1.090, H87 1.090, H88 1.090
79 H -1.111 -1.177 -2.702  C73 1.090
80 H 0.201 -2.288 -2.950  C73 1.090
81 H 0.427 -0.661 -3.362  C73 1.090
82 H -1.291 -0.069 -0.719  C75 1.090
83 H -0.220 1.016 -1.568  C75 1.090
84 H 1.381 0.328 0.684  C76 1.090
85 H -0.068 0.019 1.420  C76 1.090
86 H -1.947 1.792 1.066  C78 1.090
87 H -1.287 3.320 1.526  C78 1.090
88 H -1.204 2.024 2.626  C78 1.090
89 C -0.268 2.830 6.394  O90 1.440, H95 1.090, H96 1.090, H97 1.090
90 O 0.338 2.711 5.092  C89 1.440, C91 1.446
91 C 0.663 3.872 4.293  O90 1.446, C92 1.521, H98 1.090, H99 1.090
92 C 1.983 4.523 4.674  C91 1.521, O93 1.494, H100 1.090, H101 1.090
93 O 1.962 5.246 5.981  C92 1.494, C94 1.425
94 C 1.465 6.579 5.892  O93 1.425, H102 1.090, H103 1.090, H104 1.090
95 H -1.274 3.247 6.374  C89 1.090
96 H 0.499 3.360 6.959  C89 1.090
97 H -0.329 1.866 6.900  C89 1.090
98 H -0.136 4.605 4.177  C91 1.090
99 H 0.931 3.487 3.308  C91 1.090
100 H 2.292 5.091 3.796  C92 1.090
101 H 2.723 3.723 4.627  C92 1.090
102 H 2.010 7.328 5.317  C94 1.090
103 H 1.590 6.920 6.920  C94 1.090
104 H 0.383 6.526 5.777  C94 1.090
105 C -3.297 -1.816 1.988  O106 1.408, H111 1.090, H112 1.090, H113 1.090
106 O -2.767 -2.847 2.787  C105 1.408, C107 1.375
107 C -2.667 -4.071 2.168  O106 1.375, C108 1.547, H114 1.090, H115 1.090
108 C -1.917 -5.187 2.933  C107 1.547, O109 1.410, H116 1.090, H117 1.090
109 O -1.767 -6.333 2.124  C108 1.410, C110 1.439
110 C -0.921 -7.313 2.752  O109 1.439, H118 1.090, H119 1.090, H120 1.090
111 H -4.314 -2.029 1.656  C105 1.090
112 H -2.693 -1.611 1.105  C105 1.090
113 H -3.272 -0.865 2.521  C105 1.090
114 H -2.346 -4.048 1.127  C107 1.090
115 H -3.669 -4.482 2.054  C107 1.090
116 H -2.495 -5.489 3.805  C108 1.090
117 H -0.951 -4.732 3.152  C108 1.090
118 H 0.071 -6.883 2.889  C110 1.090
119 H -0.807 -8.218 2.156  C110 1.090
120 H -1.197 -7.639 3.755  C110 1.090

Mulliken atomic charge list, values in e, 2 entries:
1 Cl -0.1314
2 C 0.2543

=====

Density functional theory data (wB97M-V/def2-TZVPD) for a 3-piece molecular cluster, C7H14O2 overall.

Computed properties:
Multiplicity ... 1
Molecular weight ... 130.187 g/mol
Gap between HOMO and LUMO (spin up / spin down) ... 8.063 / 8.072 eV
Calculated total energy ... -11575.856 eV
LUMO (spin up / spin down) ... -0.60 / -0.59 eV
Relative energy (zero: lowest compared OMol25 entry of this formula, charge and spin) ... 526.1 kJ/mol

Each atom is followed by the atoms it is bonded to, with distances in Å.
Atoms and positions in Å:
1 C -1.173 0.823 1.370  H5 1.084, H6 1.082, H7 1.080
2 C -0.190 2.408 -0.791  O3 1.378, H4 1.104, H8 1.099, H9 1.111
3 O 0.330 1.464 0.068  C2 1.378
4 H -0.588 1.950 -1.713  C2 1.104
5 H -1.533 0.183 2.167  C1 1.084
6 H -1.774 0.729 0.475  C1 1.082
7 H -0.991 1.812 1.765  C1 1.080
8 H 0.550 3.178 -1.053  C2 1.099
9 H -1.045 2.943 -0.327  C2 1.111
10 C 1.900 -0.338 -1.297  C12 1.515, H16 1.088, H17 1.095, H18 1.088
11 C -0.889 -2.329 0.186  C13 1.490, H19 1.090, H20 1.095, H21 1.092
12 C 0.424 -0.508 -0.999  C10 1.515, C13 1.515, O15 1.224
13 C 0.059 -1.186 0.307  C11 1.490, C12 1.515, C14 1.362
14 C 0.479 -0.706 1.510  C13 1.362, H22 1.084, H23 1.079
15 O -0.422 -0.445 -1.881  C12 1.224
16 H 2.458 0.032 -0.440  C10 1.088
17 H 2.308 -1.310 -1.593  C10 1.095
18 H 2.013 0.359 -2.125  C10 1.088
19 H -1.243 -2.678 1.157  C11 1.090
20 H -0.400 -3.162 -0.329  C11 1.095
21 H -1.731 -2.036 -0.445  C11 1.092
22 H 0.212 -1.229 2.421  C14 1.084
23 H 1.246 0.050 1.567  C14 1.079

Mulliken atomic charge list, values in e, 2 entries:
1 C -0.7260
2 C -0.7581